Formula: C4H11NO2
Source: the OMol25 dataset
Level of theory: wB97M-V/def2-TZVPD

Element x y z (Å)
C: -1.61034 1.70384 1.30403
C: -0.42264 2.16342 0.55416
O: 0.43767 2.90449 0.86625
O: -0.18159 1.26679 -0.50430
H: -2.21075 2.59949 1.56988
H: -1.44754 1.34139 2.28611
H: -2.25640 0.87461 0.85687
C: 0.88281 -1.21488 -1.21906
C: 1.88105 -1.28924 0.03649
N: -0.49958 -1.73909 -1.03421
H: 0.68498 -0.08939 -1.52700
H: 1.21588 -1.82059 -2.06664
H: 2.63553 -0.62793 -0.30386
H: 2.29839 -2.30952 0.16740
H: -0.53822 -2.51620 -0.48790
H: -1.26734 -1.02706 -0.44415
H: -0.88276 0.78175 -0.92923
H: 1.28084 -1.00187 0.87517

Energy above the lowest of the compared OMol25 structures with the same formula, charge and spin (kJ/mol): 254.1
Structure (SMILES): CC(=O)O.CCN
HOMO-LUMO gap (eV): 9.823
Net charge: 0
M (g mol⁻¹): 105.1
Energy (eV): -9909.6085

Mulliken atomic charge list, values in e, 4 entries: -0.8040 0.6102 -0.4903 -0.5749